No. 1
# C28H77N7O7

A cluster of 7 separate species, C28H77N7O7 in total at a distorted geometry (ωB97M-V/def2-TZVPD, OMol25).

Cartesian coordinates (Å):
C: -1.8183 3.9990 1.5244
O: -1.2958 5.2285 1.1706
C: -0.2711 5.0963 0.1699
C: -0.8785 4.9131 -1.1893
C: 0.2061 4.9647 -2.2657
N: -1.8654 5.9779 -1.4909
H: -2.4614 3.5585 0.6912
H: -2.4835 4.0494 2.3943
H: -0.9694 3.3593 1.8731
H: 0.3270 6.0333 0.2661
H: 0.4178 4.2405 0.3070
H: -1.3618 3.9005 -1.1792
H: 0.6965 5.9429 -2.2570
H: -0.3072 4.8602 -3.2377
H: 0.9489 4.1780 -2.1679
H: -2.4810 6.2945 -0.7446
H: -1.2625 6.7855 -1.7354
C: -4.5980 -6.0256 -0.4660
O: -3.8982 -4.7617 -0.3106
C: -3.2976 -4.3583 -1.5506
C: -1.9524 -3.7047 -1.2781
C: -2.2162 -2.6373 -0.3090
N: -1.2877 -3.1226 -2.5040
H: -3.9153 -6.8856 -0.4541
H: -5.2694 -6.0195 -1.2773
H: -5.2673 -6.1984 0.3805
H: -3.3462 -5.2538 -2.1976
H: -4.0216 -3.6292 -2.0146
H: -1.3447 -4.5508 -0.8978
H: -2.7175 -3.0444 0.6014
H: -2.9660 -1.9574 -0.8014
H: -1.3162 -2.0813 -0.0527
H: -1.9356 -2.4481 -2.9241
H: -1.0656 -3.8415 -3.2009
C: 3.7828 3.9185 -0.5934
O: 3.1273 3.2160 0.4570
C: 4.0675 2.6415 1.3502
C: 3.4393 2.0799 2.6033
C: 2.7252 3.1998 3.3420
N: 4.5048 1.5746 3.5129
H: 4.4337 3.2873 -1.2664
H: 4.4491 4.6964 -0.2086
H: 2.8997 4.4006 -1.0784
H: 4.6220 1.9480 0.7308
H: 4.9107 3.3719 1.6578
H: 2.7814 1.2479 2.3494
H: 1.8743 3.6221 2.8008
H: 3.5026 4.0323 3.3371
H: 2.4960 2.9790 4.3619
H: 5.1801 2.2880 3.7056
H: 5.0606 0.8468 3.1054
C: -0.5603 -3.0788 3.7688
O: -0.3444 -4.4536 3.9745
C: 0.9910 -4.9196 3.9293
C: 1.0209 -6.4543 3.7350
C: 2.4883 -6.9074 3.7339
N: 0.3660 -6.9007 2.5577
H: 0.0339 -2.5140 4.5117
H: -1.6132 -2.9241 3.9582
H: -0.2299 -2.8455 2.6835
H: 1.6475 -4.4204 3.2787
H: 1.3766 -4.6929 4.9491
H: 0.4244 -6.8904 4.5720
H: 3.0917 -6.3731 3.0218
H: 2.5664 -7.9409 3.5457
H: 2.8439 -6.6613 4.7258
H: -0.4783 -6.3490 2.5013
H: 0.9186 -6.6266 1.7064
C: 1.4489 -3.4877 -0.0115
O: 2.1701 -2.8448 1.0470
C: 3.1635 -1.9435 0.5896
C: 4.4644 -1.9747 1.4148
C: 4.2835 -2.0304 2.9312
N: 5.1228 -0.7327 1.0461
H: 2.0835 -4.0758 -0.6509
H: 0.7402 -2.7970 -0.4871
H: 0.8448 -4.2570 0.5293
H: 3.4374 -2.2005 -0.3937
H: 2.8146 -0.8997 0.6032
H: 4.9932 -2.8838 1.1949
H: 3.4422 -1.4473 3.2580
H: 5.1201 -1.6582 3.5062
H: 4.0635 -2.9941 3.3843
H: 4.9925 -0.3483 0.0942
H: 6.1294 -0.7052 1.2459
C: 0.2028 0.3819 1.4189
O: 0.2592 1.2098 0.3083
C: -0.2043 0.4667 -0.8223
C: 0.1967 1.2326 -2.0438
C: -0.2617 0.4045 -3.2849
N: 1.6727 1.3575 -2.1027
H: 0.6932 -0.6011 1.2501
H: -0.8584 0.1782 1.6494
H: 0.6343 0.8181 2.2787
H: 0.1494 -0.5519 -0.7926
H: -1.2441 0.2276 -0.6494
H: -0.3354 2.2215 -2.0291
H: -0.0836 -0.6980 -3.1901
H: 0.2719 0.8668 -4.1469
H: -1.2804 0.5970 -3.3776
H: 2.1159 1.9531 -1.4015
H: 2.0548 1.5292 -3.0512
C: -2.3504 2.8199 -5.1537
O: -3.4920 2.7345 -4.4434
C: -4.1123 3.9867 -3.9838
C: -5.4187 3.6485 -3.3264
C: -5.3470 2.8890 -1.9965
N: -6.4024 2.9720 -4.2436
H: -2.0525 1.8883 -5.4838
H: -1.5137 3.1952 -4.5173
H: -2.5411 3.5600 -5.9723
H: -3.4730 4.5575 -3.3007
H: -4.3331 4.6142 -4.8285
H: -5.9041 4.6105 -3.0786
H: -6.3753 2.8932 -1.5670
H: -4.7833 3.4569 -1.2860
H: -5.0161 1.8401 -2.1179
H: -7.2007 2.7033 -3.6221
H: -6.1066 2.0573 -4.5862

The HOMO-LUMO gap is 9.62 eV. The highest occupied orbital energy comes out at -8.987 eV. Its SMILES is COC[C@H](C)N.COC[C@H](C)N.COC[C@H](C)N.COC[C@H](C)N.COC[C@H](C)N.COC[C@H](C)N.COC[C@H](C)N.

=====

No. 2
# C28H77N7O7

A cluster of 7 separate species, C28H77N7O7 in total at a distorted geometry (ωB97M-V/def2-TZVPD, OMol25).

Cartesian coordinates (Å):
C: 2.0326 9.5401 -19.4912
O: 3.1339 10.3408 -19.1392
C: 2.8373 11.5021 -18.4664
C: 4.2817 11.9842 -17.8815
C: 5.0412 11.1606 -16.8487
N: 4.1484 13.2380 -17.2092
H: 2.3183 9.0467 -20.4202
H: 1.1878 10.2057 -19.6685
H: 1.7093 8.7534 -18.8096
H: 2.3703 12.2577 -19.0981
H: 2.2336 11.2596 -17.5919
H: 4.9312 12.0605 -18.7535
H: 4.8636 10.1082 -17.0703
H: 4.7621 11.2227 -15.7968
H: 6.0946 11.4366 -16.8955
H: 4.9642 13.4326 -16.6465
H: 3.4073 13.3215 -16.5282
C: -4.1648 12.6179 -23.8721
O: -4.5135 13.9686 -24.0418
C: -5.5945 14.4232 -23.3430
C: -6.3187 15.5384 -24.2026
C: -5.5590 16.8748 -24.2632
N: -7.6766 15.8427 -23.7303
H: -4.8541 11.9173 -24.3434
H: -4.2306 12.2511 -22.8478
H: -3.1575 12.4055 -24.2303
H: -6.3938 13.6994 -23.1844
H: -5.2169 14.8309 -22.4053
H: -6.5216 15.2967 -25.2459
H: -4.5968 16.7867 -24.7676
H: -5.4023 17.3120 -23.2771
H: -6.1466 17.6863 -24.6925
H: -8.1421 14.9572 -23.8696
H: -7.7402 16.1316 -22.7647
C: 0.2845 14.1145 -20.0559
O: -0.1906 15.1028 -20.8748
C: -0.8570 14.6609 -22.0965
C: -1.5019 15.8274 -23.0494
C: -2.6029 16.6596 -22.3277
N: -2.1281 15.3260 -24.2834
H: 0.7184 13.3466 -20.6963
H: -0.3373 13.5976 -19.3249
H: 1.0653 14.5301 -19.4190
H: -0.2232 13.9914 -22.6781
H: -1.7096 14.1113 -21.6976
H: -0.7086 16.4793 -23.4154
H: -3.1225 17.3000 -23.0405
H: -2.0045 17.2942 -21.6741
H: -3.2925 16.0825 -21.7116
H: -1.6469 14.5571 -24.7276
H: -3.0650 14.9492 -24.2700
C: -3.6760 14.6056 -30.0959
O: -2.7861 15.6397 -29.6395
C: -3.0422 16.0020 -28.2844
C: -1.9161 16.9828 -27.7640
C: -0.7544 16.0302 -27.6476
N: -2.0904 17.5095 -26.4433
H: -3.5570 14.3209 -31.1413
H: -4.7150 14.9332 -30.0596
H: -3.5359 13.7436 -29.4437
H: -3.9840 16.5367 -28.1609
H: -3.1504 15.1227 -27.6495
H: -1.6658 17.7197 -28.5272
H: -0.6001 15.4012 -28.5243
H: -0.9590 15.2825 -26.8812
H: 0.1405 16.5886 -27.3731
H: -1.1528 17.6874 -26.1124
H: -2.4795 16.8319 -25.8034
C: -0.5781 12.6609 -16.1017
O: 0.3481 13.0719 -15.1430
C: 1.1043 14.2388 -15.4496
C: 2.2470 14.4412 -14.4694
C: 3.0221 15.6449 -14.8181
N: 3.1316 13.3350 -14.4680
H: -0.0927 12.4506 -17.0548
H: -1.3283 13.4185 -16.3280
H: -1.0781 11.7228 -15.8609
H: 1.4588 14.3844 -16.4699
H: 0.4136 15.0718 -15.3187
H: 1.8168 14.5836 -13.4781
H: 3.5283 15.6306 -15.7834
H: 3.9361 15.6646 -14.2247
H: 2.5231 16.6100 -14.7299
H: 2.6243 12.5276 -14.1351
H: 3.7867 13.6068 -13.7489
C: -1.1572 16.9226 -18.0738
O: -0.4818 18.0617 -17.4587
C: -1.2910 19.1646 -17.0497
C: -0.3907 20.3310 -16.5396
C: -1.1332 21.2902 -15.6744
N: 0.1856 21.1578 -17.5710
H: -1.8530 17.2168 -18.8595
H: -1.8207 16.4650 -17.3401
H: -0.4756 16.1911 -18.5080
H: -1.9318 19.3993 -17.8997
H: -1.9659 18.8665 -16.2473
H: 0.5015 19.9084 -16.0776
H: -1.6849 21.8798 -16.4066
H: -0.3938 21.9956 -15.2953
H: -1.6831 20.8539 -14.8405
H: 0.7504 21.9168 -17.2175
H: 0.8210 20.4998 -17.9993
C: -1.7236 9.9859 -20.4308
O: -0.8788 10.4882 -21.3824
C: -1.2746 10.0088 -22.6451
C: -0.5124 10.7681 -23.7724
C: -0.6427 9.9878 -25.1399
N: 0.9102 10.9256 -23.4864
H: -1.3669 10.0831 -19.4054
H: -2.1135 8.9766 -20.5633
H: -2.6454 10.5672 -20.4054
H: -1.0631 8.9397 -22.6649
H: -2.3040 10.0986 -22.9922
H: -0.8748 11.7912 -23.8729
H: -0.0409 10.3270 -25.9831
H: -1.6561 9.8856 -25.5280
H: -0.1950 9.0403 -24.8400
H: 1.0000 11.1319 -22.5018
H: 1.1692 9.9584 -23.6186

The HOMO-LUMO gap is 8.42 eV. The highest occupied orbital energy comes out at -8.108 eV. Its SMILES is COC[C@H](C)N.COC[C@H](C)N.COC[C@H](C)N.COC[C@H](C)N.COC[C@H](C)N.COC[C@H](C)N.COC[C@H](C)N.